Record 1
DFT (ωB97M-V/def2-TZVPD) results for C3H6CsO4 as an isolated structure at a distorted geometry.

Element x y z (Å)
O (2.05410, -0.63353, -0.94104)
C (1.59400, -0.86355, 0.37360)
C (0.23701, -0.22718, 0.55321)
H (2.95873, -0.94498, -1.02214)
H (2.29318, -0.44723, 1.11761)
H (1.48822, -1.94313, 0.57312)
H (-0.16213, -0.54009, 1.53244)
H (-0.44674, -0.60699, -0.22388)
O (0.36907, 1.19284, 0.52399)
C (-0.75404, 1.96804, 0.63748)
O (-0.71457, 2.84649, 1.50156)
O (-1.73106, 1.66161, -0.09644)
Cs (-4.42307, 0.41794, -1.91048)
H (-2.76271, -1.88024, -2.61904)

Output
ΔE to the lowest compared entry with this formula, charge and spin ... 175.2 kJ/mol
Net charge ... -1

Here is what Löwdin gives for the atomic charges, in e: -0.06 -0.26 -0.19 0.07 0.12 0.11 0.13 0.12 -0.04 -0.83 -0.03 -0.14 0.36 -0.36

=====

Record 2
DFT (ωB97M-V/def2-TZVPD) results for C3H6DyNO3 as an isolated structure at a distorted geometry.

Element x y z (Å)
C (0.69576, 1.26148, -0.29870)
N (-0.27816, 0.43270, 0.46286)
O (-1.11470, 1.15519, 1.19926)
C (-0.95982, -0.59236, -0.36435)
C (0.02007, -1.84855, -0.45047)
O (0.20040, -2.41853, -1.43565)
O (0.67281, -2.16646, 0.75949)
H (0.88933, 2.25008, 0.17866)
H (0.42470, 1.39342, -1.36927)
H (1.67927, 0.73304, -0.27930)
H (-1.08631, 2.11129, 0.95443)
H (-1.92988, -0.88595, 0.09403)
H (-1.17183, -0.26359, -1.40431)
Dy (1.95835, -1.16176, 1.95332)

Output
2S+1 ... 6
⟨S²⟩ ... 9.74
Net charge ... +2

Here is what Löwdin gives for the atomic charges, in e: 0.03 -0.16 0.17 0.02 -0.53 0.23 -0.43 0.14 0.15 0.09 0.19 0.17 0.17 1.75

=====

Record 3
DFT (ωB97M-V/def2-TZVPD) results for C3H6EuO3 as an isolated structure at a distorted geometry.

Element x y z (Å)
H (0.62488, 1.84586, -0.97059)
O (-1.25192, -0.39695, 1.35583)
C (-1.03065, -0.03961, 0.22158)
O (0.01520, -0.63536, -0.38469)
Eu (2.66687, 0.03567, 0.70078)
O (-1.17097, 1.21523, -0.13466)
C (-0.07340, 2.12459, -0.17225)
H (0.44781, 2.15632, 0.79441)
H (-0.48311, 3.11564, -0.38454)
C (0.03928, -2.07417, -0.25549)
H (1.10554, -2.32176, -0.27637)
H (-0.37285, -2.57505, 0.62382)
H (-0.51667, -2.45043, -1.11782)

Output
2S+1 ... 8
⟨S²⟩ ... 15.76
ΔE to the lowest compared entry with this formula, charge and spin ... 275.1 kJ/mol
Net charge ... +2

Here is what natural (NBO) gives for the atomic charges, in e: 0.16 -0.52 0.99 -0.63 1.96 -0.49 -0.26 0.13 0.29 -0.28 0.13 0.26 0.25

=====

| no. | E_tot (Eh) |
| --- | --- |
| 1 | -438.9773 |
| 2 | -1282.6667 |
| 3 | -1053.2097 |